The ion C4H7N2 with charge +1 at a distorted geometry, computed with ωB97M-V with the def2-TZVPD basis set.

The lowest unoccupied orbital energy comes out at -5.12 eV. As for the SMILES: C=[NH+]N1[C@@H]2C[C@@H]21. The orbital gap is 9.4 eV. For the energy above the lowest of the compared OMol25 structures with the same formula, charge and spin, the calculation gives 603.8 kJ/mol. For the HOMO energy, the calculation gives -14.50 eV.

Structure (ORCA input):
```
! RIJCOSX wB97M-V def2-TZVPD def2/J DEFGRID3
* xyz 1 1
C 1.50 -0.41 1.33
N 0.25 -0.40 1.29
N -0.40 -0.77 0.19
C -0.15 -0.47 -1.13
C -0.55 1.04 -1.03
C -1.38 -0.04 -0.48
H 2.10 -0.15 0.44
H 2.05 -0.19 2.20
H -0.39 -0.15 2.08
H -0.06 -1.16 -2.02
H -0.79 1.41 -1.99
H 0.25 1.53 -0.51
H -2.42 -0.22 -0.38
*
```

A cluster of 2 separate species, C4H7N2 in total at a distorted geometry, computed with ωB97M-V with the def2-TZVPD basis set.

The lowest unoccupied orbital energy (spin up / spin down) comes out at -4.20 / -6.92 eV. As for the expectation value of S²: 2.01. The orbital gap (spin up / spin down) is 5.2 / 6.9 eV. For the energy above the lowest of the compared OMol25 structures with the same formula, charge and spin, the calculation gives 398.6 kJ/mol. For the HOMO energy (spin up / spin down), the calculation gives -9.43 / -13.78 eV.

Structure (ORCA input):
```
! RIJCOSX wB97M-V def2-TZVPD def2/J DEFGRID3
* xyz 1 3
C 1.96 0.82 -1.02
C 1.43 0.20 -0.06
C -2.83 -0.28 -0.06
C 0.86 -0.33 1.04
N -1.71 -0.95 -0.01
N -3.82 0.27 0.06
H 1.54 0.63 -2.00
H 0.16 0.18 1.74
H -0.72 -0.49 0.24
H 2.95 1.42 -0.87
H -1.75 -1.84 0.50
H 1.19 -1.35 1.38
H -4.49 0.85 -0.25
*
```

The ion C4H7N2 with charge +1 at a distorted geometry, computed with ωB97M-V with the def2-TZVPD basis set.

The lowest unoccupied orbital energy (spin up / spin down) comes out at -3.79 / -8.93 eV. As for the expectation value of S²: 2.02. The orbital gap (spin up / spin down) is 7.5 / 7.3 eV. For the energy above the lowest of the compared OMol25 structures with the same formula, charge and spin, the calculation gives 311.8 kJ/mol. For the HOMO energy (spin up / spin down), the calculation gives -11.25 / -16.21 eV.

Structure (ORCA input):
```
! RIJCOSX wB97M-V def2-TZVPD def2/J DEFGRID3
* xyz 1 3
C 1.17 0.53 -0.43
C -1.66 -0.54 0.78
C -2.02 0.24 -0.42
C 2.53 0.15 -0.18
N -1.14 0.87 -1.07
N 0.10 0.64 -0.83
H -1.40 -1.59 0.42
H -2.44 -0.74 1.50
H -0.70 -0.30 1.24
H -3.02 0.50 -0.66
H 2.39 -0.92 0.01
H 3.01 0.70 0.72
H 3.18 0.45 -1.11
*
```

A structure of composition C4H7N2 at a distorted geometry, computed with ωB97M-V with the def2-TZVPD basis set.

The lowest unoccupied orbital energy (spin up / spin down) comes out at -3.77 / -7.55 eV. As for the expectation value of S²: 2.02. The orbital gap (spin up / spin down) is 5.7 / 6.5 eV. For the energy above the lowest of the compared OMol25 structures with the same formula, charge and spin, the calculation gives 498.3 kJ/mol. For the HOMO energy (spin up / spin down), the calculation gives -9.49 / -14.06 eV.

Structure (ORCA input):
```
! RIJCOSX wB97M-V def2-TZVPD def2/J DEFGRID3
* xyz 1 3
C 1.63 -0.80 0.31
C 1.46 0.45 -0.13
C -1.00 0.63 0.35
C -0.16 -0.97 -0.53
N -1.35 -0.79 0.16
N 0.09 0.44 -0.64
H 2.26 -1.55 0.83
H 1.91 1.41 0.06
H -1.76 1.33 -0.19
H -0.73 1.11 1.40
H -0.09 -1.59 -1.40
H -1.95 -1.41 0.80
H -0.19 0.97 -1.45
*
```

The ion C4H7N2O with charge +1 at a distorted geometry, computed with ωB97M-V with the def2-TZVPD basis set.

The lowest unoccupied orbital energy comes out at -5.83 eV. The orbital gap is 7.7 eV. For the energy above the lowest of the compared OMol25 structures with the same formula, charge and spin, the calculation gives 451.3 kJ/mol. For the HOMO energy, the calculation gives -13.53 eV.

Structure (ORCA input):
```
! RIJCOSX wB97M-V def2-TZVPD def2/J DEFGRID3
* xyz 1 1
C 0.77 -1.85 -0.05
C 2.21 -0.08 0.02
C -0.32 -1.15 -0.03
C -1.68 -0.76 -0.05
N 1.18 0.66 0.01
N 0.98 1.96 -0.11
O 2.04 -1.42 -0.01
H 0.73 -2.94 -0.12
H 3.25 0.20 0.02
H -1.78 0.30 0.18
H -2.12 -0.92 -1.04
H -2.25 -1.29 0.72
H 0.06 2.27 0.15
H 1.74 2.60 0.11
*
```

The ion C4H7N2O3 with charge +1 at a distorted geometry, computed with ωB97M-V with the def2-TZVPD basis set.

The lowest unoccupied orbital energy comes out at -6.78 eV. As for the SMILES: CC[C@@H]1ONC(=[N+]=O)O1. The orbital gap is 8.3 eV. For the energy above the lowest of the compared OMol25 structures with the same formula, charge and spin, the calculation gives 688.7 kJ/mol. For the HOMO energy, the calculation gives -15.11 eV.

Structure (ORCA input):
```
! RIJCOSX wB97M-V def2-TZVPD def2/J DEFGRID3
* xyz 1 1
C -0.28 -2.27 0.55
C 0.46 -1.11 1.06
C 0.61 -0.07 -0.14
O 1.16 1.09 0.39
N 0.71 2.07 -0.46
C -0.48 1.69 -0.90
N -1.51 2.46 -1.14
O -1.89 3.09 -2.06
O -0.65 0.41 -0.74
H -1.48 -2.12 0.61
H -0.21 -3.04 1.42
H -0.14 -2.71 -0.49
H -0.09 -0.62 1.87
H 1.51 -1.41 1.36
H 1.05 -0.40 -0.98
H 1.24 2.95 -0.36
*
```

An isolated molecule of C4H7N2OP at a distorted geometry, computed with ωB97M-V with the def2-TZVPD basis set.

The lowest unoccupied orbital energy comes out at 0.17 eV. As for the SMILES: NP(N)#C/C=C\C=O. The orbital gap is 8.6 eV. For the energy above the lowest of the compared OMol25 structures with the same formula, charge and spin, the calculation gives 279.0 kJ/mol. For the HOMO energy, the calculation gives -8.47 eV.

Structure (ORCA input):
```
! RIJCOSX wB97M-V def2-TZVPD def2/J DEFGRID3
* xyz 0 1
N -1.28 2.19 -0.31
P -1.69 0.56 -0.26
N -1.93 0.42 1.40
C -0.11 -0.22 -0.47
C 0.51 -1.17 -1.08
C 1.86 -1.48 -0.65
C 2.15 -0.78 0.44
O 1.27 0.08 0.95
H -0.51 2.40 -0.95
H -2.05 2.74 -0.80
H -1.05 0.46 1.76
H -2.55 -0.34 1.67
H -0.08 -1.69 -1.85
H 2.39 -2.40 -0.99
H 3.07 -0.77 1.14
*
```

An isolated molecule of C4H7N2OP at a distorted geometry, computed with ωB97M-V with the def2-TZVPD basis set.

The lowest unoccupied orbital energy (spin up / spin down) comes out at 0.84 / -2.80 eV. As for the expectation value of S²: 2.01. The orbital gap (spin up / spin down) is 6.8 / 7.1 eV. For the energy above the lowest of the compared OMol25 structures with the same formula, charge and spin, the calculation gives 0.0 kJ/mol. For the HOMO energy (spin up / spin down), the calculation gives -5.94 / -9.90 eV.

Structure (ORCA input):
```
! RIJCOSX wB97M-V def2-TZVPD def2/J DEFGRID3
* xyz 0 3
C -0.97 -1.27 -0.21
C 0.13 -1.25 0.50
C -0.59 1.17 -1.11
C -1.44 -0.10 -1.14
N 0.57 1.21 -0.62
N 1.50 0.64 1.90
O 2.58 -0.23 -0.21
P 1.31 0.15 0.35
H -1.62 -2.09 -0.21
H 0.55 -1.91 1.17
H -1.03 2.06 -1.63
H -1.32 -0.56 -2.11
H -2.47 0.05 -1.02
H 2.09 1.53 1.86
H 0.71 0.59 2.48
*
```

The ion C4H7N2OS with charge +1 at a distorted geometry, computed with ωB97M-V with the def2-TZVPD basis set.

The lowest unoccupied orbital energy comes out at -4.57 eV. As for the SMILES: C=C1[NH2+][C@H](S)NC1=O. The orbital gap is 9.8 eV. For the energy above the lowest of the compared OMol25 structures with the same formula, charge and spin, the calculation gives 158.2 kJ/mol. For the HOMO energy, the calculation gives -14.40 eV.

Structure (ORCA input):
```
! RIJCOSX wB97M-V def2-TZVPD def2/J DEFGRID3
* xyz 1 1
C 1.60 -0.80 1.15
C 0.91 -0.46 0.03
N 0.54 1.04 -0.16
C -1.00 0.99 -0.49
S -1.99 1.11 1.06
N -1.03 -0.30 -1.13
C -0.02 -1.17 -0.83
O 0.08 -2.28 -1.29
H 2.25 -0.12 1.71
H 1.85 -1.96 1.33
H 0.79 1.60 0.68
H 0.94 1.19 -1.06
H -1.18 1.82 -1.14
H -1.70 -0.08 1.58
H -2.04 -0.59 -1.43
*
```

An isolated molecule of C4H7N2P at a distorted geometry, computed with ωB97M-V with the def2-TZVPD basis set.

The lowest unoccupied orbital energy comes out at 0.36 eV. As for the SMILES: [H]/N=P/C=C\C=C/N. The orbital gap is 8.4 eV. For the energy above the lowest of the compared OMol25 structures with the same formula, charge and spin, the calculation gives 205.5 kJ/mol. For the HOMO energy, the calculation gives -8.09 eV.

Structure (ORCA input):
```
! RIJCOSX wB97M-V def2-TZVPD def2/J DEFGRID3
* xyz 0 1
H 2.31 0.97 1.80
N 2.07 0.12 1.27
P 1.96 0.20 -0.27
C 0.80 -1.38 -0.68
C -0.48 -1.48 -0.14
C -1.17 -0.38 0.53
C -1.01 0.90 0.30
N -0.17 1.37 -0.77
H 1.14 -2.21 -1.24
H -1.17 -2.28 -0.35
H -2.08 -0.59 1.24
H -1.58 1.70 0.79
H -0.29 0.76 -1.51
H -0.34 2.30 -0.99
*
```

A structure of composition C4H7N2PS at a distorted geometry, computed with ωB97M-V with the def2-TZVPD basis set.

The lowest unoccupied orbital energy (spin up / spin down) comes out at -0.63 / -0.63 eV. The orbital gap (spin up / spin down) is 6.7 / 6.7 eV. For the energy above the lowest of the compared OMol25 structures with the same formula, charge and spin, the calculation gives 197.6 kJ/mol. For the HOMO energy (spin up / spin down), the calculation gives -7.35 / -7.36 eV.

Structure (ORCA input):
```
! RIJCOSX wB97M-V def2-TZVPD def2/J DEFGRID3
* xyz 0 1
C 0.62 -2.03 0.62
C 0.16 -0.10 -0.24
C -1.78 -1.28 0.60
C 0.48 2.56 -0.91
N 3.26 -0.38 0.10
N -0.37 -1.11 0.35
P 1.93 -0.94 -0.02
S -0.56 1.44 0.04
H 0.37 -3.04 0.67
H -2.11 -0.24 0.22
H -2.24 -2.10 -0.05
H -1.85 -1.35 1.70
H 0.08 3.58 -0.62
H 0.43 2.47 -1.98
H 1.60 2.52 -0.47
*
```

The ion C4H7N2S with charge +1 at a distorted geometry, computed with ωB97M-V with the def2-TZVPD basis set.

The lowest unoccupied orbital energy (spin up / spin down) comes out at -5.23 / -4.43 eV. The orbital gap (spin up / spin down) is 5.7 / 7.7 eV. For the energy above the lowest of the compared OMol25 structures with the same formula, charge and spin, the calculation gives 510.0 kJ/mol. For the HOMO energy (spin up / spin down), the calculation gives -10.92 / -12.17 eV.

Structure (ORCA input):
```
! RIJCOSX wB97M-V def2-TZVPD def2/J DEFGRID3
* xyz 1 1
C 1.09 0.28 0.39
C -1.86 0.60 -0.06
C -1.00 1.72 -0.05
C 0.69 -1.90 -0.43
N 0.19 0.90 -0.43
N 1.36 -1.03 0.32
S -2.69 -0.65 0.15
H 1.32 0.97 1.24
H -1.34 2.60 -0.72
H -0.68 2.11 0.96
H 0.99 -2.89 -0.34
H -0.29 -1.72 -0.72
H 0.01 0.31 -1.22
H 2.22 -1.31 0.92
*
```

The ion C4H7N2S with charge +1 at a distorted geometry, computed with ωB97M-V with the def2-TZVPD basis set.

The lowest unoccupied orbital energy comes out at -6.10 eV. As for the SMILES: C=N/C=[NH+]/C(C)=S. The orbital gap is 7.7 eV. For the energy above the lowest of the compared OMol25 structures with the same formula, charge and spin, the calculation gives 345.2 kJ/mol. For the HOMO energy, the calculation gives -13.80 eV.

Structure (ORCA input):
```
! RIJCOSX wB97M-V def2-TZVPD def2/J DEFGRID3
* xyz 1 1
C 2.63 1.71 0.48
N 2.08 0.86 -0.25
C 0.58 0.07 0.27
N -0.51 0.73 0.18
C -1.84 0.27 0.28
C -2.13 -1.18 0.37
S -2.98 1.44 0.30
H 3.52 2.16 0.07
H 2.32 2.04 1.46
H 0.73 -0.98 0.41
H -0.46 1.74 0.02
H -2.63 -1.40 1.31
H -2.83 -1.45 -0.42
H -1.24 -1.80 0.28
*
```

A structure of composition C4H7N3 at a distorted geometry, computed with ωB97M-V with the def2-TZVPD basis set.

The lowest unoccupied orbital energy comes out at 1.07 eV. The orbital gap is 10.4 eV. For the energy above the lowest of the compared OMol25 structures with the same formula, charge and spin, the calculation gives 559.5 kJ/mol. For the HOMO energy, the calculation gives -9.33 eV.

Structure (ORCA input):
```
! RIJCOSX wB97M-V def2-TZVPD def2/J DEFGRID3
* xyz 0 1
C -1.24 -0.82 0.66
C 0.63 -0.41 0.28
C 1.48 0.33 -0.74
C -0.56 0.50 -0.02
H -1.31 -0.94 1.82
H -2.23 -1.17 0.32
H -0.35 -1.96 -0.92
H 1.05 -0.27 1.26
H 2.54 -0.03 -1.20
H -0.16 2.66 -0.10
H -0.79 0.50 -1.14
N -0.31 -1.67 0.16
N 1.15 1.51 -0.60
N 0.09 1.77 0.24
*
```

A cluster of 2 separate species, C4H7N3 in total at a distorted geometry, computed with ωB97M-V with the def2-TZVPD basis set.

The lowest unoccupied orbital energy comes out at 0.51 eV. As for the SMILES: [H]/N=C(/N)C#N.C=C. The orbital gap is 10.4 eV. For the energy above the lowest of the compared OMol25 structures with the same formula, charge and spin, the calculation gives 215.8 kJ/mol. For the HOMO energy, the calculation gives -9.88 eV.

Structure (ORCA input):
```
! RIJCOSX wB97M-V def2-TZVPD def2/J DEFGRID3
* xyz 0 1
H 0.02 -0.51 2.17
N -0.03 -0.18 1.23
C -1.23 -0.12 0.81
N -1.44 0.15 -0.51
C -2.36 -0.50 1.68
N -3.15 -0.92 2.41
H -0.51 -0.28 -1.04
H -2.46 0.17 -0.72
C 1.81 -0.51 -1.26
C 1.41 0.76 -1.18
H 1.95 -1.14 -0.38
H 2.15 -0.88 -2.22
H 1.27 1.34 -2.09
H 1.22 1.26 -0.23
*
```

An isolated molecule of C4H7N3 at a distorted geometry, computed with ωB97M-V with the def2-TZVPD basis set.

The lowest unoccupied orbital energy comes out at 0.80 eV. As for the SMILES: [H]/N=C(\C#N)NCC. The orbital gap is 10.4 eV. For the energy above the lowest of the compared OMol25 structures with the same formula, charge and spin, the calculation gives 40.3 kJ/mol. For the HOMO energy, the calculation gives -9.63 eV.

Structure (ORCA input):
```
! RIJCOSX wB97M-V def2-TZVPD def2/J DEFGRID3
* xyz 0 1
H 2.60 -1.71 -0.25
N 1.63 -1.46 -0.09
C 1.48 -0.20 0.03
C 2.61 0.74 -0.02
N 3.53 1.43 -0.07
N 0.27 0.38 0.21
C -0.93 -0.44 0.22
C -2.15 0.36 -0.20
H 0.20 1.38 0.33
H -0.74 -1.28 -0.46
H -1.07 -0.88 1.22
H -2.02 0.78 -1.20
H -2.35 1.18 0.50
H -3.04 -0.29 -0.21
*
```

An isolated molecule of C4H7N3 at a distorted geometry, computed with ωB97M-V with the def2-TZVPD basis set.

The lowest unoccupied orbital energy comes out at 1.05 eV. As for the SMILES: C#CC/N=C/NN. The orbital gap is 9.4 eV. For the energy above the lowest of the compared OMol25 structures with the same formula, charge and spin, the calculation gives 555.5 kJ/mol. For the HOMO energy, the calculation gives -8.37 eV.

Structure (ORCA input):
```
! RIJCOSX wB97M-V def2-TZVPD def2/J DEFGRID3
* xyz 0 1
C 0.39 -0.78 -3.38
C 0.11 -1.03 -2.27
C -0.33 -1.56 -0.94
N -0.64 -0.23 -0.12
C 0.23 0.29 0.60
N -0.31 1.46 1.23
N 0.31 1.62 2.45
H 1.24 -0.81 -4.26
H -1.35 -2.11 -0.78
H 0.50 -1.97 -0.54
H 1.22 -0.10 0.95
H -1.30 1.70 1.01
H 0.04 2.65 2.77
H -0.12 0.88 3.27
*
```

A structure of composition C4H7N3 at a distorted geometry, computed with ωB97M-V with the def2-TZVPD basis set.

The lowest unoccupied orbital energy comes out at 0.77 eV. The orbital gap is 7.8 eV. For the energy above the lowest of the compared OMol25 structures with the same formula, charge and spin, the calculation gives 367.7 kJ/mol. For the HOMO energy, the calculation gives -6.99 eV.

Structure (ORCA input):
```
! RIJCOSX wB97M-V def2-TZVPD def2/J DEFGRID3
* xyz 0 1
C -1.49 -0.30 0.98
N -0.22 1.22 -0.77
C 0.81 0.29 -0.54
C -0.79 -0.11 -0.31
N 1.84 0.38 0.36
C 0.64 -0.76 -1.62
N -0.59 -1.09 -1.35
H -0.30 1.93 -0.03
H 1.73 1.05 1.11
H 2.18 -0.52 0.69
H 1.20 -1.00 -2.51
H -1.77 -1.35 1.10
H -0.85 -0.03 1.84
H -2.40 0.30 1.04
*
```

An isolated molecule of C4H7N3, computed with ωB97M-V with the def2-TZVPD basis set.

The lowest unoccupied orbital energy comes out at 1.08 eV. As for the SMILES: Nc1c[nH]c(N)c1. The orbital gap is 8.4 eV. For the energy above the lowest of the compared OMol25 structures with the same formula, charge and spin, the calculation gives 2.4 kJ/mol. For the HOMO energy, the calculation gives -7.29 eV.

Structure (ORCA input):
```
! RIJCOSX wB97M-V def2-TZVPD def2/J DEFGRID3
* xyz 0 1
N 2.46 -0.51 0.31
C 1.13 -0.06 0.15
C 0.72 1.22 -0.09
N -0.66 1.21 -0.16
C -1.12 -0.05 0.05
N -2.52 -0.27 0.03
C -0.04 -0.88 0.24
H 3.12 0.11 -0.15
H 2.58 -1.44 -0.06
H 1.29 2.13 -0.27
H -1.26 2.02 -0.15
H -2.86 -0.41 -0.91
H -2.76 -1.09 0.57
H -0.07 -1.95 0.42
*
```